Record 1
{
  "formula": "C19H46AgClN3O5",
  "method": "the ωB97M-V functional and the def2-TZVPD basis",
  "elements": ["Ag", "Cl", "O", "O", "O", "O", "O", "N", "N", "N", "C", "C", "C", "C", "C", "C", "C", "C", "C", "C", "C", "C", "C", "C", "C", "C", "C", "C", "C", "H", "H", "H", "H", "H", "H", "H", "H", "H", "H", "H", "H", "H", "H", "H", "H", "H", "H", "H", "H", "H", "H", "H", "H", "H", "H", "H", "H", "H", "H", "H", "H", "H", "H", "H", "H", "H", "H", "H", "H", "H", "H", "H", "H", "H", "H"],
  "positions_angstrom": [[-0.900, -1.761, -0.508], [-2.439, -3.744, -0.560], [0.708, 0.176, -0.670], [0.647, -3.308, 0.635], [-5.066, 0.936, -2.380], [-2.089, 0.846, 4.148], [-2.184, -0.558, -1.960], [-1.286, -0.505, 1.533], [0.401, -2.708, -2.098], [1.391, 1.498, -0.712], [0.871, -3.546, 2.084], [3.309, 2.905, -1.378], [-3.577, -1.067, 2.408], [1.829, -4.326, -2.820], [-0.722, 2.804, 0.120], [0.823, 2.515, 0.261], [-2.593, 0.035, 1.941], [1.450, 3.919, -0.007], [-4.664, -0.445, -2.426], [0.996, -3.887, -1.651], [-2.536, 1.208, 2.891], [3.786, 0.740, 0.032], [-1.124, 1.811, 4.732], [1.320, 2.192, 1.779], [1.608, -3.923, -0.250], [3.049, 0.677, -2.375], [2.843, 1.434, -1.026], [-3.240, -0.799, -2.913], [2.934, 3.963, -0.282], [-0.907, 3.316, -0.824], [-0.057, -3.280, 2.589], [2.222, -5.292, -2.500], [0.051, -2.945, -3.015], [0.997, -4.606, 2.304], [2.440, -0.222, -2.471], [-3.560, 1.580, 2.870], [-4.556, -0.590, 2.370], [2.536, -3.350, -0.249], [-1.162, 3.431, 0.896], [0.288, -4.715, -1.690], [-1.783, 0.161, -2.455], [0.720, 2.841, 2.416], [-3.242, -1.844, -3.221], [3.201, 5.016, -0.375], [-3.061, 0.383, 1.020], [3.329, 3.650, 0.685], [1.225, -4.294, -3.727], [2.692, -3.739, -3.133], [-1.910, 1.924, 2.360], [4.399, 2.900, -1.373], [4.858, 0.903, -0.071], [-3.660, -1.911, 1.723], [-0.761, 0.353, 1.447], [-4.840, -0.832, -1.422], [1.866, -4.910, 0.134], [-1.647, 2.767, 4.766], [1.673, -2.894, 2.430], [-1.357, 1.928, 0.253], [1.097, -2.104, -2.512], [-0.919, -0.930, 2.373], [-5.444, 1.138, -3.239], [-5.306, -1.095, -3.021], [-0.281, 1.947, 4.054], [1.256, 1.122, 1.978], [3.596, 1.103, 1.042], [-3.438, -1.396, 3.438], [2.934, 3.217, -2.353], [-0.765, 1.481, 5.707], [2.488, 1.281, -3.088], [-2.978, -0.316, -3.854], [1.058, 4.338, -0.934], [3.549, -0.324, 0.044], [4.060, 0.696, -2.781], [1.213, 4.498, 0.885], [2.336, 2.533, 1.976]],
  "forces_ev_per_angstrom": [[-0.1, -0.4, 0.8], [0.5, 0.7, 0.0], [2.8, 5.2, -0.2], [0.8, -0.8, 1.2], [0.6, -1.0, -0.4], [1.7, 0.5, 1.4], [-0.9, 1.1, -1.5], [-0.3, 0.2, 0.4], [-1.6, 2.6, -0.4], [-2.8, -4.5, 1.3], [-0.7, 0.4, -1.5], [0.2, 0.9, 1.9], [-0.2, 0.7, 0.0], [1.9, -0.9, 0.2], [0.5, -1.2, 0.2], [0.9, 1.1, 1.2], [-1.6, -1.8, -0.6], [0.0, -0.4, -1.2], [0.3, -0.3, 0.3], [0.9, -3.1, -0.2], [-0.3, -0.3, -1.3], [-1.4, 0.4, 0.7], [-1.3, -0.4, -1.2], [-0.8, 0.3, -1.7], [-0.2, 1.4, 0.4], [-2.0, 1.2, -0.4], [1.7, 0.4, -1.2], [-1.1, -0.5, 0.0], [-0.4, -1.6, 1.2], [-0.1, -0.4, -0.1], [0.0, 0.2, -0.2], [0.0, -0.4, -1.0], [-1.5, -0.3, 0.1], [0.5, 0.0, -0.2], [0.9, -0.6, 0.6], [-0.1, 0.5, 0.5], [-0.2, 0.0, 0.2], [0.2, 0.3, 0.1], [0.9, 0.5, 0.2], [-0.9, 0.5, 0.6], [0.9, 0.4, 0.9], [-0.3, -0.5, 0.1], [-0.1, -0.3, 0.6], [0.4, -0.3, -0.7], [0.1, 0.4, -0.2], [1.0, -0.1, -0.1], [-0.2, -0.9, 0.1], [0.3, 0.5, 0.7], [0.3, 0.5, 0.5], [0.0, -0.2, -0.5], [-0.2, 0.0, -0.8], [0.4, 0.0, 0.0], [0.9, -0.1, -0.5], [0.5, 0.0, 0.2], [-0.3, -0.3, -0.5], [0.1, 0.1, 0.5], [0.2, -0.3, 0.1], [0.2, -0.3, -0.7], [0.9, 0.9, 1.0], [0.4, -0.4, 0.2], [-0.1, 0.2, -0.1], [-0.4, 0.4, -0.4], [0.1, -0.3, 0.0], [-0.2, 0.1, 0.3], [-0.2, 0.0, 0.0], [0.3, -0.1, -0.1], [0.0, -0.1, 0.0], [-0.4, -0.1, -0.2], [0.0, 0.3, -0.3], [-0.2, 0.5, 0.0], [-0.9, 0.2, 0.3], [0.2, 0.0, -0.1], [0.0, -0.5, 0.6], [-0.2, 0.4, -0.3], [0.0, -0.2, -0.4]],
  "s_squared": 2.012,
  "e_homo_ev": [-12.116, -12.027],
  "energy_ha": -1898.7054,
  "charge": 1,
  "mol_weight_da": 539.9,
  "multiplicity": 3
}



Record 2
{
  "formula": "C19H46BNO7S",
  "method": "the ωB97M-V functional and the def2-TZVPD basis",
  "elements": ["S", "O", "O", "O", "O", "O", "O", "O", "N", "C", "C", "C", "C", "C", "C", "C", "C", "C", "C", "C", "C", "C", "C", "C", "C", "C", "C", "C", "B", "H", "H", "H", "H", "H", "H", "H", "H", "H", "H", "H", "H", "H", "H", "H", "H", "H", "H", "H", "H", "H", "H", "H", "H", "H", "H", "H", "H", "H", "H", "H", "H", "H", "H", "H", "H", "H", "H", "H", "H", "H", "H", "H", "H", "H", "H"],
  "positions_angstrom": [[3.663, -1.317, -0.215], [1.237, -0.956, -0.008], [-5.012, -2.201, -0.361], [6.875, -0.828, 1.370], [2.357, -0.381, 0.389], [6.715, -2.257, -0.844], [5.087, -0.383, -0.381], [3.260, -1.676, -1.690], [-2.148, -1.278, -0.194], [3.247, 3.934, -2.275], [-8.297, 1.476, 5.137], [-4.889, -1.006, 2.810], [5.384, 4.086, -3.731], [-2.462, -2.601, -0.853], [3.895, 4.410, -3.581], [3.350, 2.432, -2.002], [-7.096, 1.225, 2.903], [6.253, 4.747, -2.672], [7.890, -2.985, -0.341], [-1.089, -0.559, -1.057], [0.158, 0.042, -0.166], [8.677, -3.887, -1.467], [-3.953, -3.204, -0.550], [-7.330, -0.279, 2.720], [-7.015, 1.706, 4.354], [-6.288, -1.189, 3.376], [-3.981, -4.329, 0.687], [2.644, 1.581, -3.046], [6.266, -1.198, 0.079], [3.091, 1.702, -4.036], [-8.194, 1.872, 6.152], [7.307, 4.512, -2.852], [-0.605, -1.275, -1.863], [9.261, -3.270, -2.273], [7.068, -1.623, 1.950], [-5.699, -2.330, -1.095], [3.760, 5.497, -3.656], [7.992, -4.706, -1.992], [-4.875, -1.196, 1.732], [-6.797, 2.781, 4.351], [-2.952, -0.612, -0.201], [2.187, 4.220, -2.293], [-4.262, -3.830, -1.518], [3.689, 4.476, -1.431], [-4.488, -3.915, 1.661], [-9.142, 1.983, 4.660], [-4.196, -1.708, 3.286], [-0.178, 0.532, 0.857], [4.398, 2.126, -1.925], [5.544, 3.003, -3.714], [9.500, -4.514, -0.876], [-4.627, -5.249, 0.317], [-2.868, -4.674, 0.835], [-6.270, -1.034, 4.460], [-8.321, -0.543, 3.109], [7.486, -3.747, 0.484], [-4.510, 0.005, 2.988], [6.003, 4.397, -1.667], [2.898, 2.227, -1.024], [5.716, 4.430, -4.718], [1.582, 1.841, -3.110], [0.620, 0.930, -0.804], [-1.669, 0.272, -1.671], [2.715, 0.521, -2.778], [-8.535, 0.412, 5.221], [-7.908, 1.764, 2.396], [-1.648, -3.376, -0.450], [8.676, -2.263, 0.144], [-6.592, -2.231, 3.219], [3.355, 3.981, -4.433], [-6.175, 1.516, 2.384], [-6.177, 1.225, 4.870], [-7.363, -0.495, 1.645], [6.140, 5.835, -2.699], [-2.333, -2.593, -2.034]],
  "forces_ev_per_angstrom": [[-0.4, -2.1, -6.0], [-5.1, -1.6, -1.4], [-0.1, -0.9, -1.7], [-1.5, -2.3, -2.1], [4.2, 2.8, 1.3], [0.2, 2.3, 3.0], [0.1, -1.7, 1.1], [1.4, 1.5, 5.5], [0.6, 0.3, -2.1], [0.1, 0.1, 0.1], [0.0, 0.0, 0.2], [0.2, -0.1, 0.0], [-0.1, 0.1, -0.1], [-0.1, -0.9, -0.1], [-0.1, -0.1, -0.1], [-0.1, 0.1, 0.0], [0.1, 0.0, -0.1], [0.2, -0.1, 0.0], [0.9, -1.5, 0.4], [0.6, -0.2, 0.1], [-0.2, 2.3, -1.3], [0.2, -0.7, 0.4], [-0.3, -2.0, -0.5], [-0.1, 0.0, 0.1], [0.0, 0.1, -0.2], [-0.1, 0.0, -0.1], [-0.1, 0.2, -0.9], [0.1, -0.3, 0.0], [0.3, -0.3, -0.2], [-0.1, 0.0, 0.0], [-0.1, -0.1, -0.1], [-0.1, 0.1, 0.1], [-1.0, 1.3, 1.8], [-1.4, -1.0, 1.6], [-0.1, 1.3, -1.2], [1.7, 0.3, 1.6], [0.0, -0.1, 0.0], [1.3, 2.0, 1.1], [0.0, 0.1, 0.2], [0.0, -0.1, 0.0], [0.5, -1.3, 0.0], [0.1, 0.0, 0.0], [0.9, 1.3, 2.0], [0.0, 0.0, -0.1], [1.3, -0.7, -1.9], [0.0, -0.1, 0.0], [0.0, 0.1, -0.1], [0.6, -1.5, -1.9], [-0.1, 0.0, 0.0], [-0.1, 0.0, 0.0], [-1.8, 1.4, -1.1], [1.4, 1.9, 0.8], [-2.3, 0.6, 0.1], [-0.1, 0.0, 0.0], [0.1, 0.0, 0.0], [1.0, 1.6, -1.6], [0.0, -0.1, 0.0], [0.0, 0.1, -0.1], [0.1, 0.0, 0.0], [-0.1, -0.1, 0.1], [0.0, 0.0, -0.1], [-0.8, -1.8, 1.2], [1.7, -1.3, 1.4], [0.0, 0.1, -0.1], [0.0, 0.1, 0.0], [0.1, 0.0, 0.1], [-1.8, 1.6, -0.9], [-1.6, -1.3, -0.9], [0.0, 0.1, 0.1], [0.0, 0.0, 0.1], [-0.1, 0.0, 0.0], [0.0, 0.0, -0.1], [0.0, 0.0, 0.1], [0.0, -0.1, 0.1], [-0.3, 0.3, 2.3]],
  "e_homo_ev": -9.133,
  "energy_ha": -1755.7987,
  "mol_weight_da": 443.5
}



Q: Number 2 is which compound?
A: C19H46BNO7S



Q: Number 2 is which compound?
A: C19H46BNO7S